## i
C3H10S | wB97M-V/def2-TZVPD

Its HOMO energy is -8.5 eV. Its structure (SMILES) is CSC.C. The gap between HOMO and LUMO is 9.50 eV.

The geometry in XYZ format:
```
14
C3H10S, DFT wB97M-V/def2-TZVPD
C -2.04784 0.66867 0.26706
S -0.93962 -0.67735 -0.19294
C -1.34864 -2.02505 0.99273
H -2.19307 1.27434 -0.64694
H -1.56230 1.34160 0.96083
H -3.07013 0.36738 0.60980
H -1.17410 -2.95857 0.45860
H -0.63905 -2.18705 1.82384
H -2.29971 -1.94654 1.46065
C 2.98263 1.30697 -1.17536
H 2.71909 0.25304 -1.41033
H 3.26721 1.13490 -0.12353
H 2.32644 2.11860 -1.44590
H 3.97908 1.32905 -1.57852
```

Atomic partial charges in e from the natural (NBO) method, atoms 1 to 2:
1. C -0.755
2. S 0.178

---

## ii
C3H10S | wB97M-V/def2-TZVPD

Its HOMO energy is -9.1 eV. Its structure (SMILES) is CC.CS. The gap between HOMO and LUMO is 10.07 eV.

The geometry in XYZ format:
```
14
C3H10S, DFT wB97M-V/def2-TZVPD
C -0.20477 0.46799 1.42376
C -1.60499 -0.08780 1.19345
H -0.01423 1.31006 0.75596
H 0.55658 -0.27236 1.20350
H -0.09016 0.77788 2.45771
H -1.73666 -0.43071 0.16821
H -1.79745 -0.95513 1.82408
H -2.36030 0.65804 1.41780
C 1.58275 -0.58119 -1.66170
S 0.31506 0.28370 -2.62553
H 1.16111 -1.46559 -1.20633
H 2.36782 -0.83542 -2.36813
H 2.02240 0.07684 -0.91890
H -0.19714 1.05369 -1.66388
```

Atomic partial charges in e from the natural (NBO) method, atoms 1 to 2:
1. C -0.603
2. C -0.607

---

Which one is the most stable? From the structures above, ii.